i:
{
  "formula": "C3H6NO2S",
  "method": "the ωB97M-V functional and the def2-TZVPD basis",
  "elements": ["C", "N", "S", "O", "O", "C", "C", "H", "H", "H", "H", "H", "H"],
  "positions_angstrom": [[-1.9720, -1.0063, -1.5475], [-1.0637, -0.4807, -1.1296], [0.7049, 0.2920, -1.0896], [1.4721, -1.4343, -1.3736], [0.6772, 1.3241, -2.0593], [0.6338, 0.9928, 0.6228], [0.2148, -0.0966, 1.6516], [-2.7657, -1.6003, -1.7562], [1.6596, 1.2972, 0.8747], [-0.0106, 1.7328, 0.3903], [0.8689, -0.9294, 1.4751], [0.2592, 0.3342, 2.5773], [-0.6785, -0.4254, 1.3639]],
  "mulliken_charge": [0.05, -0.09, 0.99, -0.45, -0.40, -0.45, -1.20, 0.47, 0.43, 0.45, 0.39, 0.39, 0.42],
  "total_charge": 1,
  "smiles": "C#[N+]S(=O)(=O)CC",
  "spin_multiplicity": 1
}

=====

ii:
{
  "formula": "C3H6NO2S",
  "method": "the ωB97M-V functional and the def2-TZVPD basis",
  "elements": ["C", "C", "C", "N", "O", "O", "S", "H", "H", "H", "H", "H", "H"],
  "positions_angstrom": [[0.8771, -0.6312, 2.9242], [-0.7629, -0.4082, -1.6230], [0.5668, -0.0852, -1.0079], [0.9455, -0.0393, 1.9414], [-2.1190, 0.7065, 0.6882], [0.9661, 2.2506, 0.2881], [0.1812, 1.0836, 0.3711], [0.8906, -1.1183, 3.8552], [-1.5326, 0.3807, -1.4976], [-0.9151, -0.7968, -2.6969], [-1.3403, -1.1598, -0.9583], [1.0880, 0.6339, -1.6232], [1.1546, -0.8166, -0.6611]],
  "mulliken_charge": [0.15, -1.16, -0.34, -0.26, -0.18, -0.40, 0.90, 0.41, 0.39, 0.31, 0.35, 0.34, 0.48],
  "total_charge": 1,
  "spin_multiplicity": 1
}

=====

Which one is most stable, and which one is least stable? i is the most stable of them, while ii is the least stable.

=====

i:
{
  "formula": "C5H12N2O2",
  "method": "the ωB97M-V functional and the def2-TZVPD basis",
  "elements": ["C", "O", "C", "C", "O", "H", "H", "H", "H", "H", "H", "C", "C", "N", "H", "H", "H", "N", "H", "H", "H"],
  "positions_angstrom": [[3.0455, -1.2625, -1.6697], [1.6793, -1.6607, -1.5931], [0.8144, -0.7407, -1.1491], [-0.5793, -1.2803, -1.0623], [1.1562, 0.3726, -0.8251], [3.4080, -0.9572, -0.6862], [3.5932, -2.1305, -2.0274], [3.1591, -0.4257, -2.3620], [-0.8678, -1.3353, -0.0113], [-0.6382, -2.2612, -1.5226], [-1.2669, -0.5852, -1.5383], [-2.8036, 1.4492, 1.0270], [-1.9902, 0.5628, 1.5754], [-1.5971, -0.5166, 2.0099], [-2.4525, 2.0700, 0.2207], [-3.8670, 1.3069, 1.0832], [-1.0319, -0.5304, 2.8499], [-0.1011, 1.8501, 1.4972], [0.3707, 1.3881, 0.7247], [0.5237, 1.9345, 2.2904], [-0.5545, 2.7521, 1.1687]],
  "mulliken_charge": [-0.61, -0.32, 0.79, -0.71, -0.71, 0.28, 0.23, 0.28, 0.15, 0.30, 0.26, -1.03, 0.79, -0.59, 0.27, 0.28, 0.24, -0.65, 0.28, 0.22, 0.25],
  "smiles": "COC(C)=O.C=C=N.N",
  "spin_multiplicity": 1
}

=====

ii:
{
  "formula": "C5H12N2O2",
  "method": "the ωB97M-V functional and the def2-TZVPD basis",
  "elements": ["C", "C", "N", "N", "O", "C", "C", "O", "C", "H", "H", "H", "H", "H", "H", "H", "H", "H", "H", "H", "H"],
  "positions_angstrom": [[2.5138, -1.0307, 0.5109], [1.3667, -0.9895, -0.3942], [0.3335, 0.0054, -0.0250], [0.5725, 1.3078, -0.2565], [1.5866, 1.6057, -0.8194], [-0.7974, -0.3112, 0.7388], [-1.3507, 0.9646, 1.3391], [-1.6483, -1.1082, -0.1223], [-2.4248, -0.3005, -1.0401], [3.0039, -0.0032, 0.6546], [2.1706, -1.3900, 1.4532], [3.3035, -1.6675, 0.0701], [1.8323, -0.6600, -1.3604], [0.7826, -1.9080, -0.5637], [-0.4737, -1.0982, 1.4858], [-2.1568, 0.6881, 1.9852], [-0.6031, 1.3861, 1.9798], [-1.6105, 1.7603, 0.6373], [-1.8354, 0.2768, -1.7228], [-3.0143, 0.4732, -0.4606], [-3.0932, -1.0263, -1.5816]],
  "mulliken_charge": [-1.01, -0.68, 0.62, -0.08, -0.54, 0.31, -1.68, -0.39, -0.69, 0.27, 0.33, 0.34, 0.30, 0.40, 0.30, 0.42, 0.50, 0.47, 0.33, 0.24, 0.26],
  "smiles": "CCN(N=O)[C@@H](C)OC",
  "spin_multiplicity": 1
}

=====

Which one is most stable, and which one is least stable? i is the most stable of them, while ii is the least stable.

=====

i:
{
  "formula": "C5H12N2O2",
  "method": "the ωB97M-V functional and the def2-TZVPD basis",
  "elements": ["C", "N", "C", "C", "O", "H", "H", "H", "H", "H", "H", "H", "N", "C", "C", "O", "H", "H", "H", "H", "H"],
  "positions_angstrom": [[0.1715, 1.0748, 0.8045], [-0.6575, 0.3065, 1.6910], [-0.4366, 0.3683, -1.6621], [-1.7282, 0.5186, -1.9643], [1.1421, 1.7975, 1.5794], [1.6142, 2.3823, 0.9733], [-0.4521, 1.8101, 0.2904], [-1.1810, 0.9163, 2.3171], [-0.0409, -0.2527, 2.2795], [0.3576, 0.9784, -2.0644], [-2.0370, 1.4153, -2.4846], [-2.5209, -0.0953, -1.5619], [-0.7918, -1.7828, -0.5243], [1.3540, -0.4602, -0.0043], [1.7707, -1.4448, 0.7986], [0.1574, -0.8895, -1.1761], [-1.4499, -2.0013, -1.2664], [-1.2114, -1.1774, 0.2000], [2.0370, 0.1838, -0.5365], [1.0949, -2.1816, 1.2069], [2.8078, -1.4665, 1.1040]],
  "mulliken_charge": [-0.38, -0.56, -0.05, -0.67, -0.55, 0.32, 0.47, 0.25, 0.21, 0.39, 0.27, 0.27, -0.49, 0.15, -1.03, -0.04, 0.29, 0.33, 0.24, 0.32, 0.26],
  "spin_multiplicity": 1
}

=====

ii:
{
  "formula": "C5H12N2O2",
  "method": "the ωB97M-V functional and the def2-TZVPD basis",
  "elements": ["C", "C", "C", "C", "C", "H", "H", "H", "H", "H", "H", "H", "H", "H", "H", "H", "H", "N", "N", "O", "O"],
  "positions_angstrom": [[0.8604, 1.2414, -0.1673], [1.9493, 0.1255, -0.3802], [4.1785, -0.5419, -0.0235], [-3.7337, 0.1002, -0.1519], [-2.2988, -0.1347, 0.3657], [1.2181, 2.2638, 0.6532], [-0.0654, 0.7114, 0.4075], [0.3364, 1.6512, -1.2416], [3.3363, 1.2334, 0.7417], [3.8047, -1.4253, -0.4749], [5.2639, -0.2959, -0.3442], [3.9993, -0.9055, 1.2451], [-5.5177, -1.1773, 0.0587], [-3.7632, -1.9302, -0.3387], [-1.8750, 0.8158, 0.0580], [-1.8278, -1.0549, -0.2925], [-2.1098, -0.1698, 1.3910], [3.1952, 0.5029, -0.3559], [-4.4030, -1.1569, -0.2605], [1.6163, -1.0273, -0.4645], [-4.1641, 1.1743, -0.4249]],
  "mulliken_charge": [-0.29, 0.49, -0.77, 0.56, -0.95, 0.24, -0.08, 0.23, 0.38, 0.34, 0.24, 0.22, 0.28, 0.22, 0.22, 0.27, 0.33, -0.41, -0.43, -0.58, -0.52],
  "spin_multiplicity": 1
}

=====

Which one is most stable, and which one is least stable? ii is the most stable of them, while i is the least stable.

=====

i:
{
  "formula": "C5H12N2O2",
  "method": "the ωB97M-V functional and the def2-TZVPD basis",
  "elements": ["C", "N", "C", "N", "C", "O", "H", "H", "H", "H", "H", "H", "H", "H", "C", "C", "O", "H", "H", "H", "H"],
  "positions_angstrom": [[1.2480, -1.4275, 0.3449], [0.3363, -0.2696, 0.3807], [-1.0270, -0.4515, -0.2986], [0.3501, 0.3054, 1.6917], [-1.5002, -1.7199, -0.5809], [-1.9479, 0.4780, 0.2205], [-2.6501, -0.0510, 0.6239], [0.1849, -0.4324, 2.3741], [-0.4378, 0.9441, 1.7597], [1.3728, -1.7588, -0.6810], [0.8382, -2.2292, 0.9583], [2.2162, -1.1075, 0.7232], [-2.5114, -1.8051, -0.9579], [-0.8233, -2.5065, -0.8773], [0.5930, 2.3206, -0.5190], [0.8293, 0.8927, -0.9421], [1.7589, 0.5047, -1.6045], [-0.5070, 0.3135, -1.3208], [-0.4061, 2.4627, -0.1169], [1.3504, 2.5911, 0.2218], [0.7327, 2.9463, -1.3996]],
  "mulliken_charge": [-1.21, 0.60, 0.36, -0.82, -1.10, -0.56, 0.37, 0.25, 0.28, 0.41, 0.45, 0.34, 0.32, 0.28, -1.13, 0.70, -0.59, 0.12, 0.29, 0.28, 0.38],
  "spin_multiplicity": 1
}

=====

ii:
{
  "formula": "C5H12N2O2",
  "method": "the ωB97M-V functional and the def2-TZVPD basis",
  "elements": ["C", "C", "C", "C", "C", "N", "N", "O", "O", "H", "H", "H", "H", "H", "H", "H", "H", "H", "H", "H", "H"],
  "positions_angstrom": [[-0.2278, 1.8221, -0.0225], [0.8790, 0.2246, -1.6487], [-1.5468, -0.1112, -1.0024], [0.5125, -0.2320, 2.1310], [-0.2219, 0.4910, -0.6804], [0.3790, -0.7952, 0.8218], [0.4691, -2.0822, 0.6128], [0.7720, -2.7993, 1.5522], [0.2578, -2.4874, -0.5208], [-0.5086, 2.5576, -0.7790], [-0.9566, 1.8834, 0.7812], [0.7558, 2.0968, 0.3497], [0.9366, -0.8385, -1.8713], [1.8371, 0.5700, -1.2704], [0.6685, 0.7512, -2.5823], [-1.4350, -1.1673, -1.2360], [-2.2512, 0.0085, -0.1830], [-1.9587, 0.3856, -1.8826], [0.6114, -1.0413, 2.8581], [1.3983, 0.4048, 2.1895], [-0.3707, 0.3590, 2.3829]],
  "mulliken_charge": [-1.65, -1.44, -1.40, -0.99, 1.60, -0.12, 1.09, -0.75, -0.68, 0.39, 0.39, 0.38, 0.37, 0.32, 0.43, 0.38, 0.31, 0.41, 0.39, 0.28, 0.28],
  "spin_multiplicity": 1
}

=====

iii:
{
  "formula": "C5H12N2O2",
  "method": "the ωB97M-V functional and the def2-TZVPD basis",
  "elements": ["C", "C", "O", "C", "O", "C", "N", "C", "N", "H", "H", "H", "H", "H", "H", "H", "H", "H", "H", "H", "H"],
  "positions_angstrom": [[2.7767, -0.1477, 1.3261], [2.0991, 0.1203, 0.0002], [2.7359, 0.2005, -1.0333], [0.3495, 0.5745, 0.0891], [-0.1590, 0.2904, 1.3528], [-0.2147, -0.2343, -0.9992], [-0.4084, -1.6200, -0.7493], [-1.9177, 0.5768, -1.0409], [-2.5922, 0.3915, 0.2479], [2.4480, -1.1180, 1.7074], [2.4886, 0.6226, 2.0443], [3.8650, -0.1370, 1.2140], [0.4103, 1.6436, -0.1103], [-1.1544, 0.2145, 1.2388], [0.2053, -0.0379, -1.9838], [-0.5961, -1.8255, 0.2276], [0.3375, -2.2020, -1.1149], [-1.8654, 1.6367, -1.2952], [-2.4477, 0.0593, -1.8460], [-3.3591, -0.2699, 0.1307], [-3.0011, 1.2615, 0.5939]],
  "mulliken_charge": [-1.09, 0.56, -0.56, -0.02, -0.61, -0.38, -0.53, -0.71, -0.57, 0.26, 0.29, 0.36, 0.33, 0.50, 0.45, 0.28, 0.26, 0.38, 0.37, 0.20, 0.24],
  "smiles": "CC(=O)[C@H](O)[C@@H](N)CN",
  "spin_multiplicity": 1
}

=====

iv:
{
  "formula": "C5H12N2O2",
  "method": "the ωB97M-V functional and the def2-TZVPD basis",
  "elements": ["C", "C", "N", "C", "N", "O", "H", "H", "H", "H", "H", "H", "H", "H", "C", "C", "O", "H", "H", "H", "H"],
  "positions_angstrom": [[-1.5170, -0.3082, 1.4453], [-0.6869, 0.3041, 0.3207], [-1.0899, 0.0145, -1.0169], [-0.4483, 1.8011, 0.5410], [-0.5995, 2.5451, -0.5727], [-0.1762, 2.2605, 1.6330], [-2.5530, 0.0202, 1.3703], [-1.1349, 0.0193, 2.4090], [-1.4890, -1.3949, 1.3907], [0.3857, -0.1381, 0.4039], [-0.4344, -0.8050, -1.3872], [-2.0750, -0.2388, -1.0444], [-0.3868, 3.5283, -0.5492], [-0.7904, 2.0723, -1.4418], [1.4743, -1.4016, -1.4875], [1.9110, -1.0978, -0.2428], [1.8628, -2.0434, 0.7502], [1.1651, -2.4105, -1.7106], [1.8006, -0.7942, -2.3148], [2.5661, -0.2494, -0.0670], [2.2158, -1.6836, 1.5708]],
  "mulliken_charge": [-1.56, 1.71, -0.62, 0.11, -0.32, -0.67, 0.39, 0.36, 0.38, -0.86, 0.32, 0.23, 0.22, 0.25, -1.15, 0.30, -0.51, 0.39, 0.31, 0.35, 0.36],
  "smiles": "C[C@@H](N)C(N)=O.C=CO",
  "spin_multiplicity": 1
}

=====

Which one is most stable, and which one is least stable? iv is the most stable of them, while i is the least stable.

=====

i:
{
  "formula": "C2H5N3O3",
  "method": "the ωB97M-V functional and the def2-TZVPD basis",
  "elements": ["C", "C", "H", "H", "H", "H", "H", "N", "N", "N", "O", "O", "O"],
  "positions_angstrom": [[0.3274, -0.2923, 0.1308], [0.7363, 1.1076, -1.8421], [-0.3841, -0.2571, 2.2390], [1.4171, -0.5515, 3.3046], [-1.3468, -1.4668, 0.4914], [-1.5970, 0.6615, -1.2745], [1.1829, 0.9876, -2.8261], [0.6447, -1.0379, 2.2424], [1.1356, -0.6835, 0.9818], [-1.1958, -0.3053, 0.2888], [-1.8003, -0.2850, -1.0000], [0.8882, 0.0495, -1.1001], [-0.0081, 2.0732, -1.6359]],
  "mulliken_charge": [0.49, 0.16, 0.33, 0.29, 0.33, 0.37, 0.36, -0.67, -0.12, -0.36, -0.40, -0.22, -0.55],
  "spin_multiplicity": 1
}

=====

ii:
{
  "formula": "C2H5N3O3",
  "method": "the ωB97M-V functional and the def2-TZVPD basis",
  "elements": ["N", "N", "C", "N", "O", "O", "C", "O", "H", "H", "H", "H", "H"],
  "positions_angstrom": [[0.4548, 2.6247, 0.2817], [0.5324, 1.5543, -0.6656], [0.1329, 0.3160, -0.4595], [0.1002, -0.7032, -1.4440], [0.3470, -2.0106, -1.1906], [-0.2677, 0.0132, 0.9663], [-1.0759, -1.1345, 1.4562], [-1.5640, -1.9295, 0.6535], [1.2781, 3.0821, -0.3748], [1.2449, 2.0937, 1.0329], [0.5211, -0.3527, -2.1814], [-0.4676, -2.3557, -0.4980], [-1.2362, -1.1979, 2.4233]],
  "mulliken_charge": [-0.58, -0.38, 0.55, -0.20, -0.46, -0.30, 0.11, -0.56, 0.35, 0.26, 0.26, 0.43, 0.51],
  "smiles": "N/N=C(/NO)OC=O",
  "spin_multiplicity": 1
}

=====

Which one is most stable, and which one is least stable? ii is the most stable of them, while i is the least stable.

=====

i:
{
  "formula": "C15H19N3",
  "method": "the ωB97M-V functional and the def2-TZVPD basis",
  "elements": ["C", "C", "C", "C", "N", "C", "C", "C", "C", "C", "C", "H", "H", "H", "H", "H", "H", "H", "H", "H", "H", "H", "C", "C", "C", "C", "N", "C", "N", "H", "H", "H", "H", "H", "H", "H", "H"],
  "positions_angstrom": [[3.2213, -1.7412, 2.2694], [3.2044, -0.7638, 0.9827], [2.1295, 0.2750, 0.9149], [1.5840, 0.7521, 2.1051], [0.3858, 1.4724, 1.7647], [0.3510, 1.5964, 0.3701], [-0.5753, 2.3824, -0.3783], [-0.2747, 2.4008, -1.7332], [0.8303, 1.7906, -2.2387], [1.7507, 1.0123, -1.5291], [1.4257, 0.9033, -0.2153], [2.2483, -1.9649, 2.4671], [3.7529, -1.2659, 3.1139], [3.8634, -2.6102, 2.1782], [4.2550, -0.4552, 1.1494], [3.0494, -1.4851, 0.1111], [1.9959, 0.6899, 3.1016], [-0.2015, 1.9484, 2.5459], [-1.5277, 2.6849, 0.2029], [-0.8784, 3.0368, -2.3373], [1.0910, 2.0146, -3.3299], [2.6623, 0.6946, -1.9750], [-0.7956, -1.7461, 1.7760], [-2.0505, -2.1580, 0.9740], [-2.1019, -1.3926, -0.2558], [-1.1135, -0.8229, -1.0307], [-1.8875, -0.4415, -2.1588], [-3.1786, -0.7756, -2.0510], [-3.4451, -1.3920, -0.8931], [-0.0140, -1.2571, 1.2368], [-0.1821, -2.4747, 2.2789], [-1.1643, -1.1195, 2.6251], [-2.1304, -3.1884, 0.7650], [-2.9403, -1.9127, 1.6267], [-0.0813, -0.7140, -0.9993], [-1.5091, 0.1107, -2.8519], [-4.1013, -0.4808, -2.6589]],
  "mulliken_charge": [-1.27, -0.15, 0.29, -0.93, 0.06, -0.09, -0.43, -0.77, -0.60, 0.23, -0.06, 0.26, 0.33, 0.40, 0.29, 0.26, 0.38, 0.29, 0.26, 0.49, 0.23, 0.58, -0.32, -0.44, 0.53, -1.28, 0.02, -0.28, -0.69, -0.43, 0.42, 0.26, 0.30, 0.21, 1.12, 0.19, 0.35],
  "smiles": "CCc1c[nH]c2ccccc12.CCc1c[nH]cn1",
  "spin_multiplicity": 1
}

=====

ii:
{
  "formula": "C15H19N3",
  "method": "the ωB97M-V functional and the def2-TZVPD basis",
  "elements": ["H", "N", "C", "C", "C", "C", "C", "N", "C", "C", "C", "C", "C", "C", "C", "C", "C", "C", "N", "H", "H", "H", "H", "H", "H", "H", "H", "H", "H", "H", "H", "H", "H", "H", "H", "H", "H"],
  "positions_angstrom": [[0.8609, 4.7841, -0.9112], [1.8121, 4.5633, -1.2613], [1.6353, 3.7235, -2.2744], [2.9369, 3.1464, -3.0339], [0.1653, 3.2153, -2.7609], [-0.0438, 1.7824, -2.0360], [-0.9396, 1.6949, -0.7686], [-1.1846, 0.5142, -0.0081], [-0.4738, -0.5938, -0.5860], [-0.5753, -2.0078, 0.1394], [-1.4449, -2.0374, 1.5061], [-0.4327, -1.4688, 2.6606], [-1.0057, -1.9664, 4.0849], [-2.2561, -1.0651, 4.5943], [0.1091, -3.2925, -0.3812], [0.9947, -3.2261, -1.7037], [1.0884, -1.8518, -2.3931], [0.3886, -0.5315, -1.8690], [0.6210, 0.6680, -2.6277], [3.8921, 3.7231, -2.7649], [3.0486, 2.0374, -2.7198], [2.8171, 3.2353, -4.1819], [-0.6216, 3.9803, -2.4075], [0.1188, 3.0947, -3.9103], [-1.4416, 2.6667, -0.4086], [-1.8565, -3.0724, 1.7530], [-2.2898, -1.2720, 1.4267], [-0.4242, -0.3106, 2.6309], [0.6309, -1.8965, 2.4943], [-0.1857, -2.0209, 4.8880], [-1.3724, -3.0512, 3.9347], [-2.1476, -0.7269, 5.6912], [-3.2064, -1.7234, 4.5450], [-2.4341, -0.1914, 3.8807], [-0.0354, -4.2783, 0.2007], [1.5450, -4.1297, -2.1309], [1.7119, -1.7750, -3.3615]],
  "mulliken_charge": [0.24, -0.70, 0.58, -0.89, -0.83, 0.72, -0.46, -0.31, 0.29, 0.13, -0.74, -0.56, -0.43, -0.89, -0.43, -0.46, -0.46, 0.38, -0.54, 0.32, 0.19, 0.26, 0.37, 0.30, 0.23, 0.54, 0.25, 0.28, 0.33, 0.33, 0.26, 0.28, 0.21, 0.27, 0.29, 0.32, 0.32],
  "smiles": "[H]/N=C(/C)Cc1cnc2c(CCCC)cccc2n1",
  "spin_multiplicity": 1
}

=====

Which one is most stable, and which one is least stable? i is the most stable of them, while ii is the least stable.